Version w
Entry from the OMol25 dataset: a cluster of 10 separate species, C20H40Br20 in total (the ωB97M-V functional and the def2-TZVPD basis).

Each line ends with the Löwdin charge.
CARTESIAN COORDINATES (ANGSTROEM)
Br: -6.333 16.768 -13.282  0.6484
C: -8.005 17.912 -13.312  -0.6002
C: -7.655 19.124 -14.200  -0.6813
Br: -8.983 20.584 -14.173  0.6095
H: -8.318 18.227 -12.316  -0.0164
H: -8.724 17.234 -13.773  0.0456
H: -7.532 18.822 -15.240  0.0523
H: -6.766 19.679 -13.900  0.0386
Br: -4.760 18.414 -9.280  0.5147
C: -6.556 17.528 -9.744  -0.6516
C: -7.284 16.843 -8.598  -0.6541
Br: -8.583 15.604 -9.400  0.6557
H: -6.396 16.929 -10.641  -0.0472
H: -7.127 18.400 -10.064  0.0305
H: -7.747 17.590 -7.953  -0.0085
H: -6.572 16.271 -8.004  0.0513
Br: -19.105 17.289 -6.491  0.5963
C: -18.331 18.661 -7.622  -0.6757
C: -16.733 18.537 -7.623  -0.5677
Br: -16.230 17.157 -9.001  0.6138
H: -18.686 19.603 -7.204  0.0464
H: -18.808 18.559 -8.597  0.0381
H: -16.345 18.237 -6.650  0.0448
H: -16.204 19.450 -7.897  0.0459
Br: -12.392 20.512 -8.413  0.5845
C: -10.477 20.064 -8.114  -0.6745
C: -9.549 21.252 -7.956  -0.6447
Br: -7.724 20.762 -7.288  0.5886
H: -10.080 19.613 -9.024  0.0045
H: -10.341 19.486 -7.200  0.0442
H: -9.917 22.058 -7.321  0.0518
H: -9.526 21.714 -8.943  0.0603
Br: -14.007 22.367 -11.214  0.4909
C: -13.931 20.577 -12.178  -0.6224
C: -12.747 20.383 -13.139  -0.7043
Br: -12.657 21.963 -14.242  0.5965
H: -14.856 20.471 -12.745  0.0527
H: -14.010 19.848 -11.370  0.0253
H: -12.830 19.580 -13.871  0.0416
H: -11.809 20.167 -12.626  -0.0066
Br: -10.785 17.753 -11.170  0.6801
C: -11.871 16.107 -10.889  -0.6727
C: -12.953 16.337 -9.829  -0.6981
Br: -12.287 16.351 -8.000  0.6835
H: -11.239 15.286 -10.549  -0.0124
H: -12.288 15.690 -11.806  -0.0541
H: -13.862 15.738 -9.876  -0.0253
H: -13.362 17.347 -9.880  -0.0116
Br: -15.797 12.225 -14.237  0.6427
C: -15.586 14.150 -14.299  -0.7135
C: -14.539 14.552 -13.296  -0.7330
Br: -14.235 16.444 -13.416  0.7094
H: -16.589 14.477 -14.027  0.0514
H: -15.353 14.575 -15.275  0.0597
H: -13.559 14.125 -13.510  -0.0303
H: -14.886 14.285 -12.298  0.0074
Br: -13.495 12.642 -7.002  0.6186
C: -14.995 13.828 -6.816  -0.6722
C: -16.117 13.253 -7.746  -0.6525
Br: -15.635 13.377 -9.640  0.5985
H: -14.622 14.843 -6.957  0.0011
H: -15.313 13.650 -5.789  0.0539
H: -17.129 13.648 -7.660  0.0543
H: -16.115 12.183 -7.538  0.0302
Br: -7.663 17.655 -5.079  0.5390
C: -8.668 15.851 -5.195  -0.5695
C: -10.145 16.052 -5.492  -0.6942
Br: -11.119 16.624 -3.831  0.5647
H: -8.601 15.397 -4.206  0.0375
H: -8.192 15.173 -5.903  0.0570
H: -10.755 15.166 -5.669  0.0224
H: -10.175 16.760 -6.320  -0.0155
Br: -11.050 13.341 -12.860  0.7192
C: -9.354 12.678 -13.663  -0.6305
C: -8.254 13.444 -13.002  -0.6952
Br: -6.510 12.569 -13.439  0.5817
H: -9.383 12.726 -14.752  0.0679
H: -9.354 11.626 -13.376  0.0512
H: -8.313 13.303 -11.922  0.0255
H: -8.183 14.531 -13.046  0.0061

Summary:
- spin multiplicity = 1
- charge = 0
- SMILES = BrCCBr.BrCCBr.BrCCBr.BrCCBr.BrCCBr.BrCCBr.BrCCBr.BrCCBr.BrCCBr.BrCCBr



Version x
Entry from the OMol25 dataset: a cluster of 10 separate species, C20H40Br20 in total (the ωB97M-V functional and the def2-TZVPD basis).

Each line ends with the Löwdin charge.
CARTESIAN COORDINATES (ANGSTROEM)
Br: 3.407 12.453 1.191  0.5035
C: 2.933 13.958 2.493  -0.5593
C: 4.118 14.950 2.282  -0.7011
Br: 3.937 15.769 0.526  0.5845
H: 2.821 13.411 3.429  0.0459
H: 1.932 14.261 2.185  0.0439
H: 5.087 14.455 2.226  0.0308
H: 4.233 15.761 3.001  0.0518
Br: 10.732 22.205 7.303  0.5827
C: 11.048 23.457 5.804  -0.6501
C: 9.878 23.207 4.897  -0.6911
Br: 9.991 21.441 3.948  0.5391
H: 11.981 23.117 5.354  0.0478
H: 11.137 24.521 6.021  0.0738
H: 9.895 23.900 4.056  0.0474
H: 8.895 23.273 5.364  0.0506
Br: 2.836 16.655 18.761  0.5996
C: 2.960 16.181 20.673  -0.6393
C: 4.334 15.413 20.681  -0.6862
Br: 4.765 14.820 22.543  0.5371
H: 2.132 15.508 20.896  0.0492
H: 2.895 17.016 21.370  0.0606
H: 5.156 16.102 20.486  0.0338
H: 4.452 14.523 20.063  0.0451
Br: 2.663 31.477 9.604  0.5491
C: 4.140 30.426 10.502  -0.6414
C: 3.793 30.235 11.977  -0.6452
Br: 5.406 29.568 13.014  0.5381
H: 5.061 30.978 10.315  0.0438
H: 4.336 29.472 10.013  0.0600
H: 3.090 29.406 12.060  0.0452
H: 3.263 31.047 12.474  0.0505
Br: 0.091 23.693 1.434  0.6122
C: -0.554 24.946 2.791  -0.6780
C: -0.369 24.176 4.159  -0.7187
Br: -0.978 25.368 5.602  0.5920
H: -1.603 25.221 2.685  0.0526
H: 0.074 25.836 2.835  0.0486
H: 0.608 23.715 4.307  0.0472
H: -0.848 23.197 4.174  0.0443
Br: -4.041 24.121 16.339  0.5970
C: -5.410 23.474 17.592  -0.6612
C: -5.677 24.649 18.590  -0.7060
Br: -6.260 24.015 20.336  0.5971
H: -4.947 22.648 18.132  0.0364
H: -6.277 23.083 17.059  0.0592
H: -6.436 25.327 18.200  0.0575
H: -4.691 25.051 18.822  0.0199
Br: 4.475 22.796 10.710  0.5444
C: 3.033 21.966 11.774  -0.6346
C: 3.018 20.428 11.426  -0.6083
Br: 2.913 20.210 9.412  0.4968
H: 2.102 22.484 11.542  0.0527
H: 3.298 22.095 12.823  0.0504
H: 2.201 19.848 11.855  0.0481
H: 3.877 19.866 11.792  0.0505
Br: 6.495 26.519 22.852  0.5575
C: 5.775 25.291 21.426  -0.6243
C: 6.902 24.978 20.380  -0.6736
Br: 6.535 23.509 19.088  0.5554
H: 4.925 25.666 20.856  0.0568
H: 5.388 24.407 21.933  0.0446
H: 7.834 24.681 20.861  0.0362
H: 7.061 25.880 19.789  0.0473
Br: -4.123 17.277 11.798  0.5663
C: -4.481 16.085 10.253  -0.6919
C: -5.962 15.629 10.040  -0.6753
Br: -6.025 14.093 8.829  0.6185
H: -3.962 15.136 10.383  0.0288
H: -3.950 16.504 9.398  0.0494
H: -6.570 16.482 9.740  0.0587
H: -6.277 15.342 11.043  0.0456
Br: -0.229 9.677 9.107  0.5105
C: -0.375 9.553 11.125  -0.6283
C: 0.897 9.960 11.818  -0.6673
Br: 1.337 11.881 11.515  0.5621
H: -0.690 8.534 11.347  0.0600
H: -1.190 10.252 11.313  0.0441
H: 1.764 9.299 11.783  0.0671
H: 0.708 9.883 12.889  0.0519

Summary:
- spin multiplicity = 1
- charge = 0
- SMILES = BrCCBr.BrCCBr.BrCCBr.BrCCBr.BrCCBr.BrCCBr.BrCCBr.BrCCBr.BrCCBr.BrCCBr



The most stable of them is version w.